Record 1
{
  "formula": "C50H48Cl4N6O4S5SeSn",
  "method": "ωB97M-V/def2-TZVPD",
  "e_above_lowest_kj_mol": 0.0,
  "charge": 0,
  "orbital_gap_ev": 6.6,
  "e_tot_ha": -9010.68492,
  "homo_ev": -6.912,
  "species": ["Sn", "N", "S", "N", "S", "N", "S", "N", "C", "C", "C", "C", "C", "C", "C", "C", "C", "C", "C", "C", "C", "C", "C", "C", "C", "C", "C", "C", "C", "C", "C", "C", "C", "C", "C", "C", "C", "C", "C", "C", "C", "C", "C", "C", "H", "H", "H", "H", "H", "H", "H", "H", "H", "H", "H", "H", "H", "H", "H", "H", "H", "H", "H", "H", "H", "H", "H", "H", "H", "H", "H", "H", "H", "H", "Cl", "Se", "Cl", "C", "Cl", "Cl", "C", "N", "C", "C", "C", "C", "C", "C", "C", "S", "O", "O", "N", "C", "C", "C", "O", "O", "H", "H", "H", "H", "H", "H", "H", "H", "H", "H", "H", "H", "C", "S", "C", "H", "H", "H", "H", "H", "H"],
  "coordinates": [[-0.949, 0.920, -0.725], [-1.128, -0.354, 1.006], [-1.119, -0.089, 2.450], [0.190, 0.389, 3.304], [1.517, -0.330, 3.339], [1.779, -1.443, 2.302], [2.149, -1.212, 0.686], [1.397, -0.381, -0.262], [3.865, -0.733, 0.932], [4.832, -1.511, 1.545], [6.102, -1.020, 1.608], [6.368, 0.238, 1.022], [5.393, 0.987, 0.414], [4.131, 0.471, 0.319], [2.330, -2.944, 0.306], [1.795, -3.945, 1.072], [1.830, -5.262, 0.617], [2.666, -5.527, -0.449], [3.229, -4.484, -1.205], [3.035, -3.184, -0.861], [2.731, 0.908, 3.474], [3.707, 0.812, 4.500], [4.583, 1.884, 4.700], [4.528, 2.965, 3.815], [3.614, 3.029, 2.747], [2.666, 2.007, 2.672], [1.791, -1.181, 4.909], [2.409, -2.393, 4.948], [2.507, -3.034, 6.139], [2.090, -2.457, 7.328], [1.517, -1.190, 7.292], [1.303, -0.540, 6.054], [-1.527, -1.674, 3.187], [-1.713, -1.907, 4.557], [-2.179, -3.133, 5.013], [-2.325, -4.196, 4.127], [-2.218, -3.925, 2.734], [-1.745, -2.723, 2.311], [-2.289, 1.098, 2.974], [-3.615, 0.784, 2.523], [-4.613, 1.731, 2.791], [-4.221, 2.944, 3.396], [-2.918, 3.137, 3.798], [-1.956, 2.185, 3.706], [4.717, -2.513, 1.938], [6.905, -1.549, 2.032], [7.413, 0.543, 1.074], [5.640, 1.935, -0.099], [3.443, 0.965, -0.383], [1.228, -3.662, 1.969], [1.299, -6.135, 1.058], [2.744, -6.519, -0.820], [3.844, -4.706, -2.071], [3.559, -2.368, -1.317], [3.875, -0.164, 4.983], [5.286, 1.834, 5.546], [5.243, 3.738, 3.915], [3.675, 3.841, 1.994], [1.860, 2.091, 1.940], [2.762, -2.886, 4.091], [2.904, -4.032, 6.168], [2.121, -2.973, 8.269], [1.215, -0.706, 8.231], [0.882, 0.453, 5.873], [-1.611, -1.164, 5.334], [-2.352, -3.297, 6.047], [-2.680, -5.185, 4.415], [-2.414, -4.768, 2.090], [-1.561, -2.686, 1.190], [-3.819, -0.113, 2.009], [-5.630, 1.576, 2.532], [-5.031, 3.686, 3.574], [-2.654, 4.095, 4.280], [-0.964, 2.404, 4.071], [0.255, 2.863, 0.380], [-3.409, 2.076, -0.635], [-2.855, -3.956, -0.930], [-1.480, -3.827, -2.085], [-0.537, -2.430, -1.591], [-2.095, -3.406, -3.651], [-0.824, -5.096, -2.107], [-0.350, -6.125, -2.151], [-5.554, -1.675, -7.767], [-5.043, -0.292, -7.456], [-5.925, 0.751, -7.226], [-5.411, 2.082, -7.097], [-4.026, 2.303, -7.214], [-3.218, 1.227, -7.438], [-3.690, -0.004, -7.572], [-3.354, 3.929, -6.951], [-4.230, 4.919, -7.496], [-1.964, 3.989, -7.275], [-3.460, 4.097, -5.275], [-2.175, 4.092, -4.606], [-2.396, 3.527, -3.246], [-2.615, 2.016, -3.335], [-2.153, 1.346, -4.212], [-3.320, 1.414, -2.386], [-4.856, -2.322, -8.223], [-6.364, -1.480, -8.522], [-5.843, -2.097, -6.854], [-6.987, 0.607, -7.038], [-6.103, 2.846, -7.016], [-2.133, 1.415, -7.493], [-2.964, -0.803, -7.752], [-3.962, 5.021, -5.041], [-1.694, 5.068, -4.532], [-1.489, 3.484, -5.201], [-3.052, 4.096, -2.572], [-1.404, 3.563, -2.700], [2.352, 1.893, -2.742], [3.772, 3.107, -2.695], [2.835, 4.606, -2.739], [2.730, 0.908, -2.361], [2.061, 1.693, -3.773], [1.617, 2.328, -2.118], [2.358, 4.932, -1.794], [2.006, 4.531, -3.438], [3.515, 5.330, -3.122]],
  "lowdin_charge": [0.65, -0.45, 0.75, -0.35, 0.86, -0.36, 0.72, -0.36, -0.32, -0.07, -0.07, -0.06, -0.08, -0.10, -0.36, -0.08, -0.07, -0.08, -0.06, -0.09, -0.31, -0.04, -0.05, -0.06, -0.03, -0.10, -0.32, -0.08, -0.06, -0.06, -0.05, -0.05, -0.29, -0.06, -0.08, -0.05, -0.08, -0.11, -0.32, -0.07, -0.06, -0.06, -0.09, -0.09, 0.12, 0.09, 0.11, 0.11, 0.09, 0.10, 0.12, 0.10, 0.11, 0.12, 0.12, 0.12, 0.09, 0.13, 0.00, 0.10, 0.11, 0.11, 0.11, 0.12, 0.11, 0.10, 0.11, 0.09, 0.08, 0.10, 0.10, 0.12, 0.12, 0.11, -0.11, 0.57, 0.62, -1.59, 0.63, 0.66, -0.39, 0.21, -0.04, -0.27, -0.02, -0.01, -0.27, -0.10, -0.05, 0.65, -0.30, -0.29, -0.12, -0.28, -0.15, -0.70, 0.08, -0.55, 0.06, 0.11, 0.06, 0.12, 0.09, 0.13, 0.13, 0.15, 0.12, 0.11, 0.09, 0.13, -0.39, 0.71, -0.47, 0.02, 0.04, -0.05, 0.04, 0.03, 0.01]
}

***

Record 2
{
  "formula": "C50H48MgN5O5P3S5",
  "method": "ωB97M-V/def2-TZVPD",
  "e_above_lowest_kj_mol": 121.1,
  "charge": -2,
  "orbital_gap_ev": 7.1,
  "e_tot_ha": -5799.50005,
  "homo_ev": -3.738,
  "species": ["Mg", "C", "C", "P", "C", "C", "C", "C", "C", "C", "C", "C", "C", "C", "C", "C", "C", "P", "C", "C", "C", "C", "C", "C", "C", "C", "C", "C", "C", "C", "H", "H", "H", "H", "H", "H", "H", "H", "H", "H", "H", "H", "H", "H", "H", "H", "H", "H", "H", "H", "H", "H", "H", "H", "H", "H", "S", "C", "C", "C", "C", "N", "C", "C", "C", "S", "C", "N", "H", "H", "O", "S", "O", "O", "C", "N", "C", "C", "C", "N", "C", "C", "C", "N", "C", "C", "H", "H", "H", "H", "H", "H", "C", "C", "C", "O", "P", "S", "S", "O", "C", "C", "C", "H", "H", "H", "H", "H", "H", "H", "H", "H", "H", "H", "H", "H", "H"],
  "coordinates": [[0.207, 0.441, -1.942], [2.791, 2.149, 2.194], [1.307, 1.658, 2.246], [0.908, 0.726, 3.760], [-0.931, 0.719, 3.626], [-1.522, 0.197, 4.768], [-2.882, -0.017, 4.881], [-3.677, 0.235, 3.737], [-3.125, 0.663, 2.535], [-1.695, 0.938, 2.546], [1.282, 1.845, 5.122], [2.010, 1.239, 6.128], [2.522, 1.939, 7.218], [2.085, 3.258, 7.358], [1.317, 3.855, 6.380], [0.951, 3.171, 5.224], [3.095, 2.516, 0.748], [2.953, 1.150, -0.445], [3.538, 1.927, -2.053], [4.349, 1.181, -2.932], [4.847, 1.737, -4.125], [4.586, 3.057, -4.407], [3.728, 3.791, -3.540], [3.211, 3.213, -2.377], [4.437, 0.161, -0.127], [4.262, -1.174, 0.221], [5.391, -2.033, 0.267], [6.583, -1.529, -0.087], [6.780, -0.176, -0.472], [5.714, 0.662, -0.452], [3.512, 1.427, 2.528], [2.904, 3.056, 2.831], [1.042, 1.101, 1.352], [0.717, 2.549, 2.165], [-0.861, -0.052, 5.601], [-3.385, -0.298, 5.790], [-4.717, 0.006, 3.775], [-3.634, 0.689, 1.593], [-1.320, 1.313, 1.583], [2.219, 0.166, 6.033], [3.226, 1.549, 7.936], [2.473, 3.838, 8.217], [0.816, 4.760, 6.495], [0.472, 3.703, 4.452], [4.045, 3.043, 0.608], [2.277, 3.132, 0.329], [4.805, 0.174, -2.535], [5.564, 1.242, -4.716], [5.074, 3.534, -5.252], [3.688, 4.852, -3.667], [2.695, 3.864, -1.611], [3.297, -1.518, 0.563], [5.259, -3.074, 0.459], [7.468, -2.217, -0.118], [7.756, 0.129, -0.767], [5.816, 1.592, -0.882], [0.326, 1.054, -4.131], [-0.092, 2.716, -3.989], [-0.365, 3.367, -5.194], [-0.729, 4.712, -5.206], [-0.885, 5.375, -6.492], [-0.914, 5.676, -7.609], [-0.986, 5.393, -3.986], [-0.784, 4.717, -2.792], [-0.271, 3.406, -2.788], [-0.105, 2.763, -1.125], [-1.387, 6.718, -4.037], [-1.855, 7.769, -4.000], [-0.056, 2.934, -6.099], [-1.029, 5.234, -1.848], [-9.276, -4.098, 1.445], [-7.928, -3.615, 1.446], [-6.944, -4.670, 1.555], [-7.781, -2.491, 2.362], [-7.495, -2.884, -0.216], [-8.397, -2.847, -1.150], [-7.999, -2.220, -2.253], [-6.804, -1.627, -2.490], [-5.947, -1.662, -1.368], [-6.319, -2.279, -0.254], [-4.525, -1.122, -1.392], [-4.186, 0.114, -1.989], [-2.832, 0.471, -1.976], [-1.885, -0.296, -1.457], [-2.277, -1.431, -0.846], [-3.575, -1.852, -0.801], [-8.742, -2.125, -3.057], [-6.391, -1.284, -3.446], [-4.861, 0.859, -2.431], [-2.573, 1.463, -2.447], [-1.421, -1.965, -0.413], [-3.858, -2.691, -0.188], [1.732, -2.934, 2.632], [0.697, -3.365, 1.581], [-0.745, -3.090, 2.008], [0.935, -2.500, 0.373], [1.337, -3.133, -1.061], [2.860, -4.393, -0.819], [1.700, -1.701, -2.427], [-0.094, -3.808, -1.356], [-0.238, -4.782, -2.417], [-0.096, -6.149, -1.772], [-1.521, -4.460, -3.130], [1.606, -3.602, 3.518], [1.571, -1.900, 2.975], [2.711, -3.112, 2.203], [0.847, -4.393, 1.291], [-0.980, -2.034, 1.865], [-1.014, -3.381, 2.967], [-1.380, -3.750, 1.438], [0.620, -4.573, -3.061], [-0.949, -6.326, -1.102], [0.865, -6.301, -1.264], [-0.119, -6.874, -2.568], [-2.278, -4.594, -2.410], [-1.636, -5.058, -4.066], [-1.507, -3.427, -3.499]],
  "lowdin_charge": [0.08, -0.27, -0.39, 1.07, -0.40, -0.13, -0.07, -0.08, -0.04, -0.09, -0.41, -0.13, -0.08, -0.10, -0.09, -0.07, -0.39, 1.02, -0.37, -0.09, -0.09, -0.09, -0.07, -0.13, -0.38, -0.09, -0.10, -0.11, -0.08, -0.13, 0.09, 0.11, 0.03, 0.07, 0.09, 0.10, 0.09, 0.09, 0.09, 0.09, 0.10, 0.11, 0.08, 0.10, 0.09, 0.03, 0.14, 0.08, 0.09, 0.09, 0.11, 0.06, 0.07, 0.11, 0.09, 0.08, 0.59, -0.71, -0.07, -0.18, -0.18, 0.13, -0.23, -0.08, -0.65, 0.54, -0.22, 0.15, 0.09, 0.11, -0.37, 0.38, -0.38, -0.38, -0.36, 0.13, -0.16, -0.01, -0.20, 0.16, -0.15, 0.02, -0.14, 0.01, -0.09, -0.01, 0.11, 0.12, 0.12, 0.12, 0.09, 0.13, -0.05, -0.40, -0.03, -0.37, -0.13, 0.22, 0.26, -0.35, -0.49, -0.06, -0.04, 0.09, 0.03, 0.05, 0.10, 0.08, 0.06, 0.08, 0.11, 0.09, 0.03, 0.07, 0.06, 0.10, 0.09]
}

***

Which formula does entry 2 have? C50H48MgN5O5P3S5